[1]
Below is a structure of composition C4H8CaF3O5S at a distorted geometry, with properties calculated with wB97M-V/def2-TZVPD.

The geometry in XYZ format:
```
22
C4H8CaF3O5S, DFT wB97M-V/def2-TZVPD
O -0.280 0.185 1.253
O -2.444 -1.071 0.949
C -2.695 -1.395 -0.347
O -2.535 -0.149 -1.085
C -2.519 -0.178 -2.497
Ca -2.118 0.989 0.651
H -3.717 -1.765 -0.548
H -1.933 -2.095 -0.740
H -2.909 0.789 -2.829
H -1.487 -0.281 -2.861
H -3.134 -1.014 -2.861
S 1.432 0.331 0.767
O 1.708 -0.766 -0.139
O 2.497 0.588 1.894
C 1.598 1.913 -0.231
F 2.328 1.677 -1.294
F 0.368 2.254 -0.618
F 2.129 2.865 0.493
C 3.285 -0.521 2.403
H 4.285 -0.430 1.969
H 2.900 -1.522 2.183
H 3.243 -0.403 3.489
```

Values from the calculation:
LUMO level	-0.147	hartree
charge	+1
gap between HOMO and LUMO	0.289	hartree
HOMO	-0.4364	Ha
energy relative to the best compared isomer or geometry (same formula, charge and spin)	0.000	eV

---

[2]
Below is the molecule C2H5N3S at a distorted geometry, with properties calculated with wB97M-V/def2-TZVPD.

The geometry in XYZ format:
```
11
C2H5N3S, DFT wB97M-V/def2-TZVPD
S 3.613 -0.147 0.059
N 2.097 0.171 -0.069
N 1.504 1.298 0.058
C 0.067 1.124 0.011
C -0.031 -0.454 0.297
N 1.185 -0.870 -0.237
H -0.306 1.450 -0.995
H -0.434 1.616 0.930
H -0.051 -0.578 1.429
H -0.872 -0.978 -0.158
H 1.551 -1.714 0.272
```

Values from the calculation:
LUMO level (spin up / spin down)	0.001 / 0.001	hartree
charge	0
gap between HOMO and LUMO (spin up / spin down)	0.321 / 0.321	hartree
HOMO (spin up / spin down)	-0.3194 / -0.3194	Ha
energy relative to the best compared isomer or geometry (same formula, charge and spin)	3.626	eV

---

[3]
Below is a structure of composition C6H15AgB3O5P2 at a distorted geometry, with properties calculated with wB97M-V/def2-TZVPD.

The geometry in XYZ format:
```
32
C6H15AgB3O5P2, DFT wB97M-V/def2-TZVPD
C 0.123 -0.845 3.311
C 0.847 -2.082 2.814
B 1.286 -2.041 1.204
O 2.707 -1.768 0.792
B 2.617 -0.805 -0.325
P 3.572 0.845 -0.498
O 5.210 0.618 -1.051
O 3.471 1.842 0.928
O 1.712 -1.174 -1.467
B 0.352 -1.208 -0.828
P -1.073 0.005 -1.282
C -2.679 -1.063 -1.398
C -3.910 -0.298 -2.175
C -1.386 1.259 0.166
C -0.325 2.533 0.141
O 0.184 -2.247 0.233
H 0.719 0.172 3.127
H -0.952 -0.876 3.802
H 1.111 -2.971 3.529
H 5.782 1.428 -0.867
H 3.053 2.710 0.591
H -2.389 -2.068 -1.924
H -3.060 -1.301 -0.303
H -4.239 -0.894 -3.147
H -4.813 -0.183 -1.436
H -3.579 0.804 -2.477
H -1.330 0.656 1.193
H -2.473 1.721 0.030
H -0.406 3.120 -0.894
H -0.683 3.319 0.964
H 0.766 2.166 0.365
Ag -0.213 -1.376 -3.119
```

Values from the calculation:
multiplicity	2
LUMO level (spin up / spin down)	-0.323 / -0.388	hartree
charge	+2
gap between HOMO and LUMO (spin up / spin down)	0.196 / 0.129	hartree
HOMO (spin up / spin down)	-0.5197 / -0.5167	Ha

---

[4]
Below is the molecule C3H7O3PS2 at a distorted geometry, with properties calculated with wB97M-V/def2-TZVPD.

The geometry in XYZ format:
```
16
C3H7O3PS2, DFT wB97M-V/def2-TZVPD
C -4.156 -0.073 -0.510
C 0.984 2.394 0.503
C 2.038 -1.912 0.230
O -1.261 -0.011 0.850
O 1.042 1.020 0.220
O 0.728 -1.398 0.326
P 0.307 -0.104 1.206
S -2.562 -0.107 -0.551
S -5.345 0.025 0.660
H 1.048 2.924 -0.448
H 1.823 2.689 1.135
H 0.051 2.667 1.004
H 2.124 -2.808 0.850
H 2.789 -1.183 0.540
H 2.212 -2.177 -0.814
H -6.385 -0.015 -0.193
```

Values from the calculation:
LUMO level	-0.014	hartree
charge	0
gap between HOMO and LUMO	0.287	hartree
HOMO	-0.3009	Ha
energy relative to the best compared isomer or geometry (same formula, charge and spin)	0.588	eV

---

[5]
Below is a structure of composition C5H7NO, with properties calculated with wB97M-V/def2-TZVPD.

The geometry in XYZ format:
```
14
C5H7NO, DFT wB97M-V/def2-TZVPD
C -2.172 0.205 0.779
N -0.616 -0.129 -0.355
C -0.046 -1.405 -0.276
C 1.299 -1.257 -0.198
C 1.602 0.154 -0.241
C 0.410 0.800 -0.345
O 0.055 2.100 -0.421
H -1.772 1.149 1.182
H -1.923 -0.575 1.515
H -1.619 0.048 -0.670
H -0.680 -2.280 -0.278
H 2.022 -2.058 -0.114
H 2.582 0.611 -0.195
H 0.857 2.636 -0.383
```

Values from the calculation:
LUMO level	0.024	hartree
charge	0
gap between HOMO and LUMO	0.330	hartree
HOMO	-0.3064	Ha
energy relative to the best compared isomer or geometry (same formula, charge and spin)	4.902	eV

---

[6]
Below is a structure of composition H22KO15P at a distorted geometry, with properties calculated with wB97M-V/def2-TZVPD.

The geometry in XYZ format:
```
39
H22KO15P, DFT wB97M-V/def2-TZVPD
K 2.597 0.280 1.919
P -0.032 0.168 0.089
O 0.489 -1.028 0.963
O 0.532 1.467 0.768
O -1.597 0.200 -0.041
O 0.578 -0.063 -1.329
O -0.556 0.041 3.240
H -0.175 -0.471 2.480
H -0.385 0.964 3.027
O 0.475 1.469 -3.400
H 0.658 0.787 -2.671
H 1.245 1.431 -3.976
O -2.233 0.092 -2.596
H -1.382 0.134 -3.031
H -2.019 0.018 -1.612
O 1.192 -1.693 -3.467
H 2.117 -1.952 -3.480
H 1.091 -1.207 -2.615
O -0.635 3.034 2.769
H 0.001 2.708 2.097
H -0.214 3.807 3.155
O -3.595 -1.557 0.329
H -3.222 -0.651 0.246
H -3.173 -1.910 1.115
O 2.101 -3.099 1.578
H 1.487 -2.339 1.426
H 2.566 -3.193 0.742
O 3.113 -0.819 -1.376
H 2.158 -0.585 -1.201
H 3.489 -0.021 -1.759
O -3.005 2.006 1.365
H -2.395 2.275 2.058
H -2.510 1.305 0.858
O 1.529 3.077 -0.843
H 1.786 2.546 -1.601
H 1.061 2.433 -0.227
O -1.053 -3.547 1.448
H -0.588 -2.705 1.271
H -1.496 -3.401 2.288
```

Values from the calculation:
LUMO level	0.117	hartree
charge	-2
gap between HOMO and LUMO	0.220	hartree
HOMO	-0.1028	Ha

---

[7]
Below is a structure of composition C28H26N3O2Re, with properties calculated with wB97M-V/def2-TZVPD.

The geometry in XYZ format:
```
60
C28H26N3O2Re, DFT wB97M-V/def2-TZVPD
Re -0.321 -0.273 -1.064
C -3.461 -0.766 -1.742
O -2.456 -0.388 -0.778
C -2.851 -0.141 0.534
C -4.167 -0.127 0.950
C -4.435 0.122 2.290
C -3.401 0.348 3.186
C -2.083 0.331 2.757
C -1.804 0.089 1.421
N -0.487 0.057 0.865
N 0.470 0.389 1.670
C 1.756 0.420 1.346
C 2.338 0.056 0.077
O 1.645 -0.313 -0.955
C 3.748 0.088 -0.083
C 4.553 0.469 0.936
C 4.040 0.856 2.215
C 4.911 1.247 3.245
C 4.415 1.620 4.469
C 3.034 1.610 4.684
C 2.165 1.227 3.686
C 2.652 0.840 2.432
H -4.009 -1.635 -1.382
H -4.132 0.076 -1.909
H -2.925 -1.015 -2.651
H -4.977 -0.301 0.258
H -5.461 0.135 2.629
H -3.619 0.535 4.228
H -1.269 0.499 3.445
H 4.142 -0.202 -1.047
H 5.626 0.491 0.789
H 5.977 1.250 3.056
H 5.086 1.922 5.262
H 2.639 1.907 5.647
H 1.101 1.229 3.867
C -1.045 3.469 -1.191
C -0.016 2.399 -1.542
C 1.228 2.968 -2.217
C -0.648 1.267 -2.372
H -0.611 4.231 -0.544
H -1.905 3.035 -0.675
H -1.405 3.957 -2.098
H 0.335 1.991 -0.566
H 0.956 3.444 -3.161
H 1.955 2.183 -2.430
H 1.709 3.716 -1.586
H -0.095 1.059 -3.296
H -1.696 1.452 -2.612
N -0.883 -7.014 -4.026
C -0.790 -5.990 -3.516
C -0.673 -4.706 -2.877
C -1.451 -4.420 -1.754
C -1.360 -3.178 -1.156
C -0.468 -2.216 -1.645
C 0.352 -2.542 -2.732
C 0.226 -3.766 -3.370
H -2.126 -5.172 -1.367
H -1.978 -2.964 -0.291
H 1.107 -1.844 -3.083
H 0.842 -4.010 -4.224
```

Values from the calculation:
multiplicity	2
LUMO level (spin up / spin down)	-0.162 / -0.184	hartree
charge	+1
gap between HOMO and LUMO (spin up / spin down)	0.246 / 0.220	hartree
HOMO (spin up / spin down)	-0.4078 / -0.4041	Ha
energy relative to the best compared isomer or geometry (same formula, charge and spin)	0.000	eV

---

[8]
Below is a structure of composition C26H52N5O9PSTi at a distorted geometry, with properties calculated with wB97M-V/def2-TZVPD.

The geometry in XYZ format:
```
95
C26H52N5O9PSTi, DFT wB97M-V/def2-TZVPD
Ti -0.291 -1.314 -0.413
C -1.029 -4.052 -1.760
C -1.232 -3.396 -3.105
O -1.156 -1.995 -2.900
C -2.039 -1.218 -3.685
C -1.840 0.221 -3.267
O -1.648 0.344 -1.855
C -2.840 0.569 -1.097
C -3.606 -0.725 -0.930
O -2.644 -1.773 -0.817
C -3.259 -3.073 -0.871
C -2.248 -4.202 -0.861
O -0.008 -3.238 -1.080
H -0.575 -5.030 -1.909
H 0.268 -3.763 -0.285
H -0.468 -3.710 -3.820
H -2.210 -3.676 -3.509
H -3.067 -1.562 -3.542
H -1.797 -1.315 -4.748
H -2.689 0.830 -3.583
H -0.946 0.633 -3.732
H -3.456 1.331 -1.577
H -2.512 0.955 -0.139
H -4.246 -0.937 -1.791
H -4.242 -0.682 -0.042
H -3.855 -3.095 -1.789
H -3.946 -3.181 -0.030
H -2.779 -5.103 -1.179
H -1.905 -4.403 0.154
O 0.345 -4.026 1.409
S 0.144 -2.645 1.792
O 0.234 -2.327 3.166
O 1.059 -1.771 0.863
O -1.152 -2.119 1.120
C 1.599 -1.389 -3.176
C 2.872 -0.917 -3.931
N 3.728 -0.112 -3.073
C 4.085 -0.904 -1.905
C 2.825 -1.312 -1.104
N 1.572 -0.829 -1.787
C 1.673 0.661 -1.918
C 2.984 1.063 -2.640
H 1.561 -2.473 -3.082
H 0.706 -1.061 -3.692
H 2.589 -0.321 -4.798
H 3.436 -1.777 -4.291
H 4.756 -0.318 -1.275
H 4.633 -1.786 -2.234
H 2.847 -0.884 -0.106
H 2.735 -2.392 -1.002
H 1.620 1.084 -0.923
H 0.788 0.998 -2.458
H 3.617 1.650 -1.972
H 2.762 1.681 -3.509
O -0.310 0.374 0.356
P 0.015 1.252 1.656
N -0.932 0.753 2.845
C -0.654 0.894 4.309
C -2.050 0.957 4.916
C -2.864 0.057 3.995
C -2.370 0.465 2.614
N 1.536 1.219 2.160
C 2.573 2.055 1.479
C 3.851 1.772 2.266
C 3.638 0.356 2.788
C 2.180 0.377 3.212
N -0.358 2.731 1.126
C -0.358 3.847 2.113
C -0.189 5.094 1.246
C -0.809 4.683 -0.087
C -0.319 3.251 -0.260
H -0.060 1.784 4.512
H -0.113 0.018 4.663
H -2.436 1.978 4.879
H -2.049 0.630 5.954
H -3.940 0.186 4.098
H -2.620 -0.991 4.180
H -2.878 1.374 2.274
H -2.494 -0.319 1.869
H 2.293 3.108 1.486
H 2.699 1.742 0.442
H 3.945 2.469 3.101
H 4.735 1.881 1.640
H 4.293 0.104 3.619
H 3.794 -0.380 1.995
H 2.077 0.872 4.178
H 1.721 -0.603 3.272
H 0.443 3.730 2.847
H -1.308 3.861 2.651
H 0.870 5.321 1.108
H -0.661 5.965 1.695
H -0.507 5.321 -0.915
H -1.899 4.702 -0.020
H 0.703 3.248 -0.652
H -0.941 2.648 -0.918
```

Values from the calculation:
LUMO level	-0.255	hartree
charge	+2
gap between HOMO and LUMO	0.246	hartree
HOMO	-0.5009	Ha
energy relative to the best compared isomer or geometry (same formula, charge and spin)	0.000	eV

---

The records above give, respectively, energy values of -51933.070 -17457.486 -41289.233 -40324.446 -8831.301 -56691.853 -40145.284 -96914.548 eV.